Record 1
An isolated ion of composition C21H34N3O5S and charge +1. Source: OMol25; level of theory: the ωB97M-V functional and the def2-TZVPD basis.

Summary:
Kohn-Sham gap: 9.559 eV
net charge: +1
SMILES string: CC(C)(C)C(=O)OCOC(=O)[C@@H]1N2C(=O)[C@@H](/N=C\[NH+]3CCCCCC3)[C@H]2SC1(C)C
energy relative to the best compared isomer or geometry (same formula, charge and spin): 0.5 kcal/mol
highest occupied orbital energy: -12.0 eV
energy: -47866.0936 eV

Element x y z (Å)
C (-7.065, -1.134, -1.150)
C (-6.287, -0.395, -0.061)
C (-5.778, 0.950, -0.586)
C (-7.172, -0.183, 1.175)
C (-5.117, -1.255, 0.365)
O (-4.937, -2.404, 0.094)
O (-4.260, -0.563, 1.187)
C (-3.092, -1.216, 1.565)
O (-1.943, -0.492, 1.137)
C (-1.804, -0.266, -0.172)
O (-2.556, -0.603, -1.035)
C (-0.513, 0.516, -0.450)
N (0.445, 0.407, 0.616)
C (1.688, -0.090, 0.663)
O (2.281, -0.966, 0.067)
C (2.141, 0.970, 1.683)
N (3.265, 1.784, 1.415)
C (4.322, 1.484, 0.848)
N (4.718, 0.173, 0.283)
C (5.156, 0.352, -1.127)
C (5.117, -0.954, -1.909)
C (5.928, -2.096, -1.292)
C (5.266, -2.679, -0.042)
C (5.607, -1.957, 1.268)
C (5.766, -0.444, 1.143)
C (0.749, 1.591, 1.400)
S (0.650, 2.917, 0.159)
C (-0.805, 2.038, -0.634)
C (-2.068, 2.486, 0.088)
C (-0.860, 2.406, -2.106)
H (-7.383, -2.109, -0.793)
H (-7.942, -0.560, -1.436)
H (-6.440, -1.283, -2.027)
H (-6.613, 1.534, -0.964)
H (-5.069, 0.792, -1.397)
H (-5.293, 1.511, 0.209)
H (-6.617, 0.321, 1.963)
H (-7.533, -1.136, 1.554)
H (-8.030, 0.428, 0.906)
H (-3.013, -1.242, 2.655)
H (-3.083, -2.229, 1.135)
H (-0.081, 0.100, -1.368)
H (2.221, 0.595, 2.708)
H (5.093, 2.236, 0.750)
H (3.882, -0.475, 0.252)
H (4.482, 1.073, -1.597)
H (6.162, 0.777, -1.124)
H (4.080, -1.279, -2.017)
H (5.499, -0.739, -2.908)
H (6.948, -1.776, -1.078)
H (5.992, -2.885, -2.041)
H (4.185, -2.691, -0.192)
H (5.573, -3.719, 0.072)
H (6.550, -2.338, 1.664)
H (4.834, -2.189, 2.002)
H (6.742, -0.192, 0.724)
H (5.707, 0.008, 2.137)
H (0.099, 1.783, 2.253)
H (-2.069, 2.176, 1.131)
H (-2.946, 2.066, -0.399)
H (-2.143, 3.570, 0.050)
H (0.083, 2.186, -2.602)
H (-1.067, 3.467, -2.220)
H (-1.653, 1.842, -2.592)

Which charges does Löwdin predict for the atoms? In e, they are:
1 C -0.032
2 C -0.513
3 C -0.032
4 C -0.021
5 C -0.431
6 O 0.148
7 O 0.029
8 C -0.131
9 O 0.056
10 C -0.438
11 O 0.177
12 C -0.137
13 N 0.014
14 C -0.361
15 O 0.091
16 C -0.189
17 N 0.147
18 C -0.096
19 N -0.063
20 C -0.115
21 C -0.159
22 C -0.180
23 C -0.184
24 C -0.151
25 C -0.108
26 C -0.419
27 S 1.019
28 C -0.671
29 C -0.072
30 C -0.077
31 H 0.090
32 H 0.090
33 H 0.094
34 H 0.093
35 H 0.086
36 H 0.079
37 H 0.086
38 H 0.096
39 H 0.093
40 H 0.155
41 H 0.150
42 H 0.175
43 H 0.174
44 H 0.156
45 H 0.117
46 H 0.142
47 H 0.140
48 H 0.118
49 H 0.127
50 H 0.120
51 H 0.120
52 H 0.102
53 H 0.120
54 H 0.126
55 H 0.120
56 H 0.134
57 H 0.138
58 H 0.126
59 H 0.089
60 H 0.081
61 H 0.093
62 H 0.084
63 H 0.091
64 H 0.099

Record 2
One molecule with the formula C2H4N4. Source: OMol25; level of theory: the ωB97M-V functional and the def2-TZVPD basis.

Summary:
Kohn-Sham gap: 11.722 eV
net charge: 0
SMILES string: Cn1ncnn1
energy relative to the best compared isomer or geometry (same formula, charge and spin): 30.9 kcal/mol
highest occupied orbital energy: -10.7 eV
energy: -8097.9730 eV

Element x y z (Å)
C (0.481, 0.747, -1.315)
N (-0.050, 0.048, -0.160)
N (0.699, -0.342, 0.856)
C (-0.212, -0.874, 1.655)
N (-1.457, -0.805, 1.140)
N (-1.332, -0.214, -0.016)
H (0.104, 1.772, -1.328)
H (0.179, 0.232, -2.228)
H (1.565, 0.748, -1.218)
H (0.022, -1.313, 2.613)

Which charges does Löwdin predict for the atoms? In e, they are:
1 C -0.009
2 N -0.268
3 N 0.099
4 C -0.226
5 N 0.007
6 N 0.037
7 H 0.088
8 H 0.087
9 H 0.087
10 H 0.097

Record 3
One molecule with the formula C5H11N. Source: OMol25; level of theory: the ωB97M-V functional and the def2-TZVPD basis.

Summary:
Kohn-Sham gap: 10.238 eV
net charge: 0
SMILES string: CC[C@H]1CN1C
energy relative to the best compared isomer or geometry (same formula, charge and spin): 28.7 kcal/mol
highest occupied orbital energy: -9.0 eV
energy: -6852.2832 eV

Element x y z (Å)
C (2.418, -0.685, 0.337)
C (1.234, -0.140, -0.463)
C (-0.062, -0.110, 0.320)
C (-0.591, 1.124, 0.954)
N (-1.209, 0.584, -0.243)
C (-2.505, -0.051, -0.054)
H (2.659, -0.053, 1.199)
H (2.225, -1.697, 0.709)
H (3.318, -0.730, -0.285)
H (1.474, 0.875, -0.799)
H (1.092, -0.746, -1.367)
H (-0.296, -1.039, 0.852)
H (-0.059, 2.063, 0.804)
H (-1.127, 1.035, 1.900)
H (-2.443, -0.931, 0.604)
H (-2.917, -0.358, -1.020)
H (-3.212, 0.650, 0.398)

Which charges does Löwdin predict for the atoms? In e, they are:
1 C -0.114
2 C -0.221
3 C -0.322
4 C -0.120
5 N -0.128
6 C -0.106
7 H 0.072
8 H 0.069
9 H 0.068
10 H 0.110
11 H 0.110
12 H 0.136
13 H 0.105
14 H 0.107
15 H 0.078
16 H 0.076
17 H 0.079

Record 4
C15H31AsNNaO4P2S as an isolated structure at a distorted geometry. Source: OMol25; level of theory: the ωB97M-V functional and the def2-TZVPD basis.

Summary:
Kohn-Sham gap: 6.345 eV
net charge: 0
energy relative to the best compared isomer or geometry (same formula, charge and spin): 36.5 kcal/mol
highest occupied orbital energy: -7.1 eV
energy: -120406.0741 eV

Element x y z (Å)
Na (0.069, -0.151, 0.377)
C (-1.993, -2.106, -2.799)
P (-1.407, -0.487, -2.127)
C (-1.385, 0.446, -3.720)
C (-3.027, 0.080, -1.443)
C (-2.976, 1.524, -0.979)
P (-1.801, 1.757, 0.422)
C (-2.849, 1.161, 1.805)
C (-2.031, 3.559, 0.646)
H (-1.247, -2.493, -3.492)
H (-2.942, -1.993, -3.323)
H (-2.113, -2.809, -1.973)
H (-2.354, 0.412, -4.217)
H (-0.632, -0.008, -4.364)
H (-1.093, 1.479, -3.546)
H (-3.255, -0.577, -0.600)
H (-3.799, -0.051, -2.209)
H (-3.969, 1.860, -0.659)
H (-2.638, 2.172, -1.795)
H (-3.864, 1.550, 1.705)
H (-2.417, 1.511, 2.742)
H (-2.861, 0.073, 1.807)
H (-3.092, 3.788, 0.761)
H (-1.631, 4.087, -0.217)
H (-1.480, 3.875, 1.529)
N (0.853, -0.179, 2.582)
C (1.703, 0.976, 2.577)
C (1.360, 2.123, 3.281)
C (2.243, 3.191, 3.329)
C (3.458, 3.112, 2.684)
C (3.785, 1.992, 1.946)
C (2.910, 0.922, 1.887)
S (4.762, 4.347, 2.976)
O (4.092, 5.422, 3.691)
O (5.244, 4.688, 1.646)
O (5.697, 3.567, 3.779)
H (0.079, -0.005, 3.215)
H (1.382, -0.960, 2.962)
H (0.417, 2.163, 3.817)
H (2.031, 4.083, 3.898)
H (4.746, 1.964, 1.457)
H (3.173, 0.012, 1.350)
C (-2.625, -4.146, 0.625)
As (-0.939, -3.187, 0.802)
C (-0.221, -3.713, 2.522)
C (0.318, -3.808, -0.544)
O (-1.192, -1.591, 0.718)
H (-2.463, -5.175, 0.309)
H (-3.267, -3.636, -0.095)
H (-3.121, -4.143, 1.598)
H (-0.218, -4.799, 2.617)
H (-0.844, -3.280, 3.307)
H (0.797, -3.333, 2.620)
H (0.200, -4.878, -0.711)
H (1.333, -3.610, -0.191)
H (0.154, -3.272, -1.476)

Which charges does Löwdin predict for the atoms? In e, they are:
1 Na 0.140
2 C -0.284
3 P 0.867
4 C -0.282
5 C -0.437
6 C -0.430
7 P 0.868
8 C -0.267
9 C -0.271
10 H 0.041
11 H 0.046
12 H -0.003
13 H 0.046
14 H 0.038
15 H 0.033
16 H 0.062
17 H 0.084
18 H 0.087
19 H 0.073
20 H 0.047
21 H 0.038
22 H 0.016
23 H 0.046
24 H 0.043
25 H 0.039
26 N 0.045
27 C -0.349
28 C -0.042
29 C -0.048
30 C -0.250
31 C -0.053
32 C -0.048
33 S 0.408
34 O -0.368
35 O -0.365
36 O -0.359
37 H 0.088
38 H 0.089
39 H 0.103
40 H 0.110
41 H 0.119
42 H 0.105
43 C -0.186
44 As 0.983
45 C -0.192
46 C -0.178
47 O -0.593
48 H 0.040
49 H 0.031
50 H 0.043
51 H 0.044
52 H 0.048
53 H 0.031
54 H 0.045
55 H 0.045
56 H 0.014